No. 1
Entry from OMol25: C16H44ClIO5Si2 as an isolated structure (ωB97M-V/def2-TZVPD).

For the HOMO energy, the calculation gives -9.558 eV. For the lowest unoccupied orbital energy, the calculation gives 0.39 eV.

Last column: Löwdin charge in e.
Atoms and positions in Å:
1 Si 4.34 -0.79 -6.89  0.55
2 O 2.81 -0.33 -7.63  -0.57
3 Si 1.42 -0.85 -6.69  -0.24
4 Cl 1.06 -2.96 -6.71  0.17
5 I -0.62 0.19 -7.75  0.37
6 H 4.29 -2.03 -6.12  -0.07
7 H 4.86 0.34 -6.08  -0.06
8 H 5.28 -1.03 -8.01  -0.07
9 H 1.41 -0.37 -5.31  -0.05
10 C 0.89 -1.10 -0.72  -0.07
11 C 1.98 -0.06 -0.92  -0.27
12 O 1.94 0.58 -2.19  -0.17
13 C 0.75 1.30 -2.50  -0.28
14 C 0.45 2.43 -1.53  -0.08
15 H 0.94 -1.86 -1.50  0.08
16 H 1.00 -1.59 0.25  0.07
17 H -0.11 -0.65 -0.77  0.06
18 H 2.96 -0.56 -0.85  0.12
19 H 1.96 0.69 -0.12  0.10
20 H -0.10 0.61 -2.57  0.09
21 H 0.89 1.72 -3.50  0.12
22 H 0.29 2.06 -0.51  0.06
23 H -0.45 2.97 -1.83  0.08
24 H 1.29 3.13 -1.49  0.08
25 C -1.27 -0.74 4.92  -0.08
26 C -0.77 -0.80 3.49  -0.27
27 O 0.30 -1.72 3.30  -0.17
28 C 0.03 -3.09 3.61  -0.28
29 C -1.10 -3.68 2.78  -0.08
30 H -0.45 -0.48 5.60  0.07
31 H -2.06 0.01 5.02  0.08
32 H -1.67 -1.70 5.25  0.06
33 H -0.38 0.18 3.21  0.11
34 H -1.59 -1.02 2.79  0.10
35 H -0.16 -3.20 4.68  0.10
36 H 0.95 -3.65 3.40  0.12
37 H -2.05 -3.17 2.96  0.07
38 H -1.24 -4.74 3.03  0.08
39 H -0.87 -3.60 1.71  0.08
40 C 1.96 4.14 3.74  -0.08
41 C 0.60 3.79 4.33  -0.28
42 O 0.59 2.54 5.03  -0.18
43 C 1.48 2.43 6.14  -0.28
44 C 1.21 3.44 7.23  -0.08
45 H 2.29 3.35 3.05  0.08
46 H 1.90 5.08 3.18  0.08
47 H 2.72 4.25 4.50  0.07
48 H -0.12 3.70 3.52  0.12
49 H 0.24 4.59 4.98  0.11
50 H 2.52 2.48 5.80  0.11
51 H 1.34 1.42 6.55  0.11
52 H 1.35 4.47 6.88  0.07
53 H 1.89 3.28 8.08  0.08
54 H 0.18 3.36 7.59  0.08
55 C -3.60 -0.16 -2.42  -0.08
56 C -3.10 -0.22 -3.85  -0.28
57 O -2.03 -1.15 -4.05  -0.20
58 C -2.31 -2.51 -3.74  -0.28
59 C -3.43 -3.10 -4.56  -0.08
60 H -2.78 0.10 -1.74  0.07
61 H -4.39 0.59 -2.32  0.08
62 H -4.01 -1.12 -2.09  0.07
63 H -2.72 0.76 -4.14  0.12
64 H -3.92 -0.44 -4.55  0.11
65 H -2.50 -2.62 -2.66  0.10
66 H -1.39 -3.07 -3.94  0.11
67 H -4.38 -2.59 -4.39  0.07
68 H -3.57 -4.16 -4.31  0.08
69 H -3.21 -3.02 -5.63  0.08

---

No. 2
Entry from OMol25: a 2-piece molecular cluster, C3H10NS overall (ωB97M-V/def2-TZVPD).

The calculation puts the energy above the lowest of the compared OMol25 structures with the same formula, charge and spin at 5.5 kcal per mole. For the HOMO energy (alpha / beta), the calculation gives -12.132 / -14.780 eV. For the lowest unoccupied orbital energy (alpha / beta), the calculation gives -3.74 / -5.70 eV. As for the spin multiplicity: 3. Its net charge is +1. Its expectation value of S² is 2.007.

Last column: Löwdin charge in e.
Atoms and positions in Å:
1 C 0.77 -1.55 0.30  -0.10
2 C 0.99 1.86 -1.08  0.10
3 C -0.10 -0.31 0.52  -0.68
4 N -1.48 -0.37 -0.12  0.18
5 S -0.08 0.25 2.17  0.88
6 H 0.21 -2.23 -0.42  0.11
7 H 1.81 -1.46 0.12  0.08
8 H 0.82 -2.09 1.25  0.08
9 H 1.93 1.41 -1.17  0.00
10 H 0.49 1.64 -2.00  -0.01
11 H 0.39 2.46 -0.46  -0.02
12 H -1.40 -0.16 -1.07  0.13
13 H -1.98 -1.28 -0.12  0.19
14 H -2.01 0.32 0.43  0.15
15 H -0.36 1.52 1.67  -0.07

---

No. 3
Entry from OMol25: one molecule with the formula C16H16FO3P (ωB97M-V/def2-TZVPD).

The calculation puts the energy above the lowest of the compared OMol25 structures with the same formula, charge and spin at 0.0 kcal per mole. For the HOMO energy, the calculation gives -8.885 eV. For the lowest unoccupied orbital energy, the calculation gives 0.00 eV. The SMILES is CO[P@](=O)(/C=C/c1ccccc1)[C@@H](O)c1ccc(F)cc1.

Last column: Löwdin charge in e.
Atoms and positions in Å:
1 C 0.70 3.55 -1.64  -0.11
2 H 0.31 4.35 -1.00  0.09
3 H 1.79 3.57 -1.64  0.08
4 H 0.32 3.68 -2.66  0.08
5 O 0.23 2.32 -1.10  -0.27
6 P -0.17 1.12 -2.10  0.64
7 O -0.53 1.58 -3.45  -0.30
8 C -1.40 0.22 -1.14  -0.11
9 C -1.34 0.18 0.19  -0.10
10 C -2.20 -0.59 1.07  -0.22
11 C -1.81 -0.76 2.40  -0.04
12 C -2.57 -1.51 3.28  -0.08
13 C -3.74 -2.10 2.84  -0.08
14 C -4.15 -1.94 1.53  -0.08
15 C -3.39 -1.19 0.65  -0.03
16 H -3.72 -1.06 -0.37  0.11
17 H -5.07 -2.39 1.19  0.10
18 H -4.34 -2.69 3.52  0.10
19 H -2.25 -1.64 4.30  0.10
20 H -0.89 -0.30 2.74  0.11
21 H -0.57 0.75 0.68  0.11
22 H -2.13 -0.33 -1.73  0.08
23 C 1.39 0.06 -2.18  -0.36
24 C 1.79 -0.30 -0.79  -0.23
25 C 2.63 0.54 -0.06  -0.02
26 C 2.92 0.26 1.26  0.01
27 C 2.36 -0.86 1.84  -0.28
28 C 1.54 -1.72 1.14  -0.01
29 C 1.26 -1.43 -0.18  -0.05
30 H 0.62 -2.09 -0.75  0.12
31 H 1.12 -2.59 1.62  0.12
32 F 2.63 -1.13 3.14  0.05
33 H 3.57 0.90 1.84  0.12
34 H 3.06 1.40 -0.54  0.12
35 O 2.34 0.85 -2.84  -0.04
36 H 1.93 1.18 -3.65  0.10
37 H 1.15 -0.85 -2.76  0.14

---

No. 4
Entry from OMol25: C12H24OP2Sc as an isolated structure (ωB97M-V/def2-TZVPD).

The calculation puts the energy above the lowest of the compared OMol25 structures with the same formula, charge and spin at 163.2 kcal per mole. For the HOMO energy, the calculation gives -12.072 eV. For the lowest unoccupied orbital energy, the calculation gives -4.89 eV. Its net charge is +1.

Last column: Löwdin charge in e.
Atoms and positions in Å:
1 Sc -0.05 0.14 0.00  0.05
2 H 0.71 -1.16 0.67  0.06
3 H 0.72 -1.29 -0.28  0.06
4 P 0.13 0.08 -2.39  0.68
5 C -1.40 -0.33 -3.29  -0.25
6 H -1.26 -0.22 -4.38  0.06
7 H -1.70 -1.37 -3.06  0.05
8 H -2.22 0.33 -2.95  0.06
9 C 0.54 1.76 -3.00  -0.25
10 H 1.51 2.07 -2.56  0.05
11 H 0.60 1.76 -4.10  0.06
12 H -0.23 2.47 -2.66  0.05
13 C 1.39 -0.97 -3.17  -0.25
14 H 1.17 -2.03 -2.97  0.05
15 H 1.42 -0.81 -4.26  0.06
16 H 2.38 -0.74 -2.74  0.06
17 C -1.79 -0.79 0.10  -0.20
18 O -2.84 -1.21 0.16  0.22
19 H 1.55 0.78 -0.09  -0.07
20 H -0.64 1.52 -0.22  -0.08
21 C -0.58 -1.73 2.97  -0.23
22 P -0.80 0.04 2.52  0.93
23 C -1.47 1.72 2.14  -0.25
24 C 0.39 0.41 3.80  -0.42
25 C -0.03 0.32 5.15  -0.10
26 C 0.85 0.60 6.18  -0.07
27 C 2.16 0.99 5.89  -0.06
28 C 2.58 1.09 4.56  -0.07
29 C 1.71 0.81 3.52  -0.08
30 H -1.17 -2.36 2.30  0.03
31 H -0.91 -1.92 4.00  0.06
32 H 0.50 -2.01 2.86  0.09
33 H -1.93 2.12 3.05  0.06
34 H -0.63 2.38 1.83  0.07
35 H -2.24 1.66 1.35  0.03
36 H -1.05 0.02 5.38  0.11
37 H 0.52 0.52 7.22  0.12
38 H 2.84 1.22 6.71  0.11
39 H 3.60 1.41 4.35  0.12
40 H 2.04 0.89 2.48  0.08

---

No. 5
Entry from OMol25: C2H3CrLiO as an isolated structure (ωB97M-V/def2-TZVPD).

The calculation puts the energy above the lowest of the compared OMol25 structures with the same formula, charge and spin at 0.0 kcal per mole. For the HOMO energy (alpha / beta), the calculation gives -19.229 / -19.933 eV. For the lowest unoccupied orbital energy (alpha / beta), the calculation gives -12.00 / -12.01 eV. As for the spin multiplicity: 5. Its net charge is +2. Its expectation value of S² is 6.300.

Last column: Löwdin charge in e.
Atoms and positions in Å:
1 O 1.33 0.50 0.10  -0.28
2 C 1.18 0.47 -1.16  0.06
3 Li 0.33 0.74 1.41  0.78
4 Cr 0.61 -1.51 -0.36  1.04
5 H 1.73 1.29 -1.68  0.13
6 C -1.24 -0.54 0.47  0.19
7 H -2.08 -1.23 0.32  0.04
8 H -1.85 0.28 0.90  0.04

---

No. 6
Entry from OMol25: a 3-piece molecular cluster, C2H10N3S overall (ωB97M-V/def2-TZVPD).

The calculation puts the energy above the lowest of the compared OMol25 structures with the same formula, charge and spin at 45.5 kcal per mole. For the HOMO energy, the calculation gives -13.545 eV. For the lowest unoccupied orbital energy, the calculation gives -2.72 eV. Its net charge is +1.

Last column: Löwdin charge in e.
Atoms and positions in Å:
1 C 2.59 -1.48 -0.68  -0.02
2 C -0.17 1.53 -0.26  -0.22
3 N 2.52 -0.58 0.14  0.05
4 N 0.16 0.44 0.41  0.08
5 N -1.34 2.12 -0.42  0.17
6 S -2.68 -0.82 0.21  0.57
7 H 0.66 2.15 -0.70  0.16
8 H 3.43 -2.08 -0.99  0.10
9 H 1.25 -0.07 0.32  0.05
10 H 3.33 -0.43 0.74  0.13
11 H -0.64 -0.04 0.93  0.02
12 H 1.66 -1.54 -1.27  0.10
13 H -1.25 3.05 -0.78  0.13
14 H -3.63 -1.71 0.52  -0.18
15 H -2.18 1.78 -0.20  0.01
16 H -3.58 0.23 0.32  -0.15